133
Properties=species:S:1:pos:R:3 method="wB97M-V/def2-TZVPD" energy_ha=-6901.6295 lumo_energy_ev=-0.69 homo_ev=-8.62 de_lowest_ev=0.000 smiles="CCCCCCCCCCCC[C@@H](CCCF)O[C@](Br)([PH2]=N)[C@@H](CCOC=O)NO.O=C1OC[C@@H](F)O1.O=C1OC[C@@H](F)O1.O=C1OC[C@@H](F)O1.O=C1OC[C@@H](F)O1.O=C1OC[C@@H](F)O1.O=C1OC[C@@H](F)O1" orbital_gap_ev=7.929
C -0.1064 3.1277 -2.6943
C -0.5146 2.5968 -4.1643
C -0.4253 0.9821 -4.1516
C 0.4198 0.5127 -5.4582
C 1.9960 0.3077 -5.0753
C 2.6305 -0.8721 -5.9540
C 4.1884 -0.6839 -6.3049
C 5.1011 -0.3387 -5.0237
C 5.4051 -1.5936 -4.0736
C 4.2523 -1.8768 -2.9901
C 4.6628 -1.3968 -1.4893
C 4.6459 0.1973 -1.3094
C 3.6184 0.7166 -0.1533
C 3.4764 2.3132 -0.4022
C 4.2249 3.1257 0.7887
C 5.7803 2.7672 0.9195
F 6.5314 3.7637 1.6780
O 2.3866 -0.0217 -0.3344
C 1.7175 -0.3228 0.8968
Br 1.1070 1.2718 1.9296
P 2.6680 -1.5825 1.9993
N 3.6812 -0.8510 3.0414
C 0.3512 -1.0983 0.4529
C -0.5930 -1.5022 1.6860
C -0.9963 -3.0613 1.4632
O 0.0630 -3.9776 1.8767
C 0.5679 -4.7297 0.7740
O 1.7968 -5.0114 0.7212
N -0.3751 -0.3635 -0.6511
O -1.6133 -0.9548 -0.8923
H 1.0317 3.2377 -2.6522
H -0.5775 4.1660 -2.5493
H -0.4841 2.4535 -1.8426
H 0.2708 3.0081 -4.8977
H -1.5812 2.9475 -4.4351
H 0.0490 0.6581 -3.1658
H -1.4678 0.4929 -4.1947
H 0.0417 -0.5488 -5.7073
H 0.2859 1.2466 -6.3293
H 1.9889 0.0906 -3.9413
H 2.4951 1.3216 -5.2610
H 2.0711 -0.8683 -6.9666
H 2.4805 -1.9216 -5.5108
H 4.3864 0.1308 -7.1002
H 4.5605 -1.6879 -6.7419
H 4.6623 0.5610 -4.4705
H 6.1218 0.0183 -5.4368
H 5.4919 -2.5504 -4.7138
H 6.3990 -1.4664 -3.5294
H 4.1508 -3.0272 -2.9005
H 3.2241 -1.4986 -3.3051
H 5.7328 -1.7666 -1.2509
H 3.9726 -1.9734 -0.7894
H 5.7049 0.6273 -1.1456
H 4.2768 0.6507 -2.2948
H 4.1508 0.5507 0.8401
H 4.0450 2.6079 -1.3618
H 2.3995 2.6689 -0.5064
H 3.7506 2.8962 1.8170
H 4.1510 4.2612 0.6623
H 5.8462 1.8040 1.5557
H 6.3103 2.5495 -0.0651
H 3.4619 -2.4731 1.2086
H 1.7712 -2.3527 2.8346
H 3.6268 0.1698 2.9100
H 0.7196 -2.0890 -0.0336
H -0.1300 -1.3199 2.7177
H -1.5529 -0.8584 1.6661
H -1.2051 -3.2840 0.3473
H -1.9446 -3.3445 2.0305
H -0.0931 -5.1482 -0.0662
H 0.1606 -0.5725 -1.5181
H -1.5050 -1.7237 -1.4997
O -6.8071 2.9584 -0.4368
C -5.7757 2.4699 -0.0710
O -5.1432 1.4506 -0.7130
C -3.9028 1.2571 -0.0455
C -4.1778 1.8250 1.3096
F -3.0590 2.3682 1.8469
O -5.0983 2.8634 1.0426
H -3.1155 1.7980 -0.5782
H -3.6374 0.2000 -0.0081
H -4.6193 1.1144 2.0147
O 7.6093 -5.4789 2.1348
C 6.6438 -5.2668 2.8067
O 6.1505 -6.1372 3.7341
C 5.0917 -5.4639 4.4006
C 4.6840 -4.4342 3.3962
F 4.2312 -3.3126 4.0048
O 5.8956 -4.1298 2.7354
H 5.4685 -5.0227 5.3276
H 4.2810 -6.1516 4.6442
H 3.9453 -4.7842 2.6675
O -6.1774 9.3327 -1.4759
C -6.1240 8.1413 -1.5672
O -6.8286 7.2813 -0.7789
C -6.5930 5.9760 -1.2889
C -5.2917 6.1422 -2.0053
F -5.2177 5.3159 -3.0796
O -5.3452 7.4764 -2.4678
H -7.4107 5.6952 -1.9590
H -6.5338 5.2447 -0.4833
H -4.4098 6.0074 -1.3724
O -11.7041 0.7528 2.2270
C -10.7824 0.6567 1.4725
O -10.7696 1.1706 0.2104
C -9.4598 0.9613 -0.3002
C -8.9735 -0.1873 0.5244
F -7.6314 -0.1169 0.7164
O -9.6158 0.0124 1.7661
H -8.8649 1.8668 -0.1554
H -9.4871 0.7270 -1.3654
H -9.2392 -1.1713 0.1272
O -3.6819 6.4418 1.1554
C -3.5801 6.2534 2.3320
O -4.6365 6.0453 3.1666
C -4.0929 5.7322 4.4411
C -2.7333 6.3508 4.3693
F -1.8380 5.6449 5.1004
O -2.3951 6.2279 3.0029
H -4.0559 4.6459 4.5633
H -4.7013 6.1546 5.2420
H -2.7021 7.4042 4.6623
O 0.3600 -11.1888 6.3272
C 0.9018 -10.2132 5.9022
O 0.5391 -9.5755 4.7521
C 1.3318 -8.4002 4.6712
C 2.5131 -8.7518 5.5188
F 3.0169 -7.6522 6.1328
O 1.9638 -9.6035 6.5019
H 0.7660 -7.5522 5.0679
H 1.6093 -8.1842 3.6381
H 3.3108 -9.2750 4.9834